Entry 1:
# C44H46AuF6N8OPSSb2

A structure of composition C44H46AuF6N8OPSSb2 (ωB97M-V/def2-TZVPD, the OMol25 dataset).

Geometry (Å):
Au -1.193 -0.012 0.951
C -5.002 3.701 -0.182
N -4.345 2.528 0.385
C -3.399 1.773 -0.143
N -3.089 0.813 0.725
C -3.901 1.060 1.801
N -4.682 2.086 1.624
C -4.164 4.964 -0.164
C -4.767 6.105 -0.719
C -4.102 7.315 -0.808
C -2.805 7.412 -0.346
C -2.198 6.284 0.238
C -2.886 5.051 0.335
C -0.856 6.438 0.658
N -0.061 7.485 0.353
N 1.135 7.215 0.813
C 1.072 6.008 1.409
O -0.180 5.519 1.371
C 2.166 5.310 1.978
C 3.415 5.963 2.001
C 4.506 5.306 2.525
C 4.362 4.014 3.015
C 3.129 3.357 2.997
C 3.024 1.969 3.592
N 2.304 1.042 2.720
C 1.017 0.754 2.729
N 0.750 -0.064 1.711
C 1.958 -0.215 1.093
N 2.922 0.435 1.680
C 2.028 4.003 2.476
H -5.908 3.840 0.406
H -5.300 3.462 -1.203
H -2.940 1.933 -1.106
H -3.907 0.465 2.699
H -5.780 6.034 -1.100
H -4.591 8.172 -1.247
H -2.251 8.336 -0.423
H -2.372 4.195 0.752
H 3.500 6.965 1.605
H 5.472 5.790 2.552
H 5.229 3.504 3.419
H 2.489 1.992 4.542
H 4.009 1.543 3.767
H 0.315 1.120 3.459
H 2.101 -0.801 0.202
H 1.061 3.518 2.409
C -2.436 -2.604 4.908
C -3.220 -2.872 3.629
Sb -2.056 -2.637 1.853
C -0.298 -3.773 2.237
C -0.616 -5.269 2.238
C -3.184 -3.722 0.410
C -4.420 -2.957 -0.056
H -3.061 -2.820 5.774
H -2.124 -1.561 4.985
H -1.550 -3.233 4.988
H -4.097 -2.233 3.535
H -3.555 -3.909 3.552
H 0.084 -3.433 3.200
H 0.429 -3.504 1.470
H -1.363 -5.534 2.988
H 0.288 -5.833 2.473
H -0.975 -5.610 1.267
H -3.439 -4.648 0.928
H -2.509 -3.960 -0.411
H -5.069 -2.680 0.776
H -5.008 -3.579 -0.730
H -4.149 -2.048 -0.596
F -0.555 2.636 0.390
P 0.206 2.665 -1.094
F -1.251 2.824 -1.777
F 0.353 4.253 -0.988
F -0.005 1.023 -1.129
F 1.600 2.442 -0.327
F 0.909 2.619 -2.515
S -0.457 -2.014 -1.325
Sb 1.448 -2.962 -2.380
C 0.452 -3.611 -4.091
C -0.017 -2.597 -4.928
C -0.671 -2.946 -6.099
C -0.856 -4.284 -6.421
C -0.384 -5.285 -5.582
C 0.273 -4.958 -4.404
C 2.269 -4.386 -1.100
C 3.311 -3.964 -0.274
C 3.871 -4.859 0.626
C 3.395 -6.161 0.699
C 2.352 -6.575 -0.120
C 1.778 -5.689 -1.021
C 2.881 -1.526 -2.791
C 4.198 -1.958 -2.946
C 5.155 -1.025 -3.319
C 4.796 0.302 -3.516
C 3.481 0.717 -3.345
C 2.506 -0.199 -2.983
H 0.138 -1.551 -4.690
H -1.025 -2.171 -6.765
H -1.364 -4.549 -7.338
H -0.513 -6.325 -5.850
H 0.663 -5.749 -3.782
H 3.720 -2.963 -0.351
H 4.689 -4.543 1.258
H 3.843 -6.860 1.392
H 1.990 -7.593 -0.066
H 0.953 -6.023 -1.634
H 4.481 -2.994 -2.809
H 6.181 -1.338 -3.457
H 5.550 1.022 -3.804
H 3.212 1.754 -3.486
H 1.487 0.132 -2.827

Summary:
Relative energy (zero: lowest compared OMol25 entry of this formula, charge and spin)   0.0 kcal/mol
LUMO energy (spin up / spin down)   -7.22 / -10.13 eV
HOMO (spin up / spin down)   -15.225 / -15.903 eV
Spin multiplicity   4
<S²>   3.7997
Max |F|   0.8 eV Å⁻¹
Total charge   +3
HOMO-LUMO gap (spin up / spin down)   8.005 / 5.771 eV

Entry 2:
# C44H46BrIrN3OP

A structure of composition C44H46BrIrN3OP (ωB97M-V/def2-TZVPD, the OMol25 dataset).

Geometry (Å):
Ir -0.439 0.175 0.457
C -0.925 0.458 3.366
N 0.110 0.160 2.369
C 1.312 -0.246 2.614
C 2.111 -0.523 1.477
C 3.427 -0.914 1.222
C 3.544 -1.016 -0.164
C 2.295 -0.689 -0.709
N 1.445 -0.390 0.275
C -1.953 1.286 2.629
C -2.015 2.659 2.768
C -2.797 3.409 1.900
C -3.526 2.793 0.893
C -3.488 1.415 0.758
C -2.710 0.650 1.627
H -0.498 1.004 4.209
H -1.357 -0.478 3.733
H 1.673 -0.339 3.634
H 4.191 -1.101 1.959
H 4.419 -1.297 -0.725
H 1.988 -0.661 -1.742
H -1.401 3.152 3.513
H -2.818 4.487 1.995
H -4.120 3.389 0.211
H -4.070 0.922 -0.011
H -2.774 -0.433 1.601
C -0.460 -6.084 -4.095
C -1.663 -5.141 -3.947
C -2.933 -5.973 -3.723
C -1.824 -4.363 -5.253
C -1.443 -4.213 -2.755
C -1.393 -2.838 -2.866
C -1.195 -2.077 -1.725
Br -1.115 -0.162 -1.944
C -1.041 -2.584 -0.430
O -0.890 -1.839 0.641
C -1.068 -4.007 -0.326
C -1.270 -4.753 -1.472
C -0.838 -4.666 1.037
C -1.923 -4.224 2.032
C 0.554 -4.282 1.565
C -0.893 -6.193 0.954
H -0.610 -6.759 -4.942
H -0.316 -6.694 -3.202
H 0.456 -5.516 -4.265
H -3.098 -6.650 -4.565
H -3.806 -5.325 -3.625
H -2.861 -6.577 -2.817
H -1.977 -5.062 -6.077
H -0.936 -3.771 -5.480
H -2.687 -3.695 -5.219
H -1.506 -2.340 -3.819
H -1.291 -5.829 -1.378
H -1.907 -3.146 2.178
H -1.759 -4.712 2.997
H -2.913 -4.514 1.672
H 0.657 -3.203 1.665
H 1.330 -4.640 0.885
H 0.719 -4.745 2.542
H -1.865 -6.549 0.607
H -0.724 -6.608 1.950
H -0.120 -6.594 0.295
N -0.200 2.138 0.220
P 0.813 3.276 0.329
C 2.488 3.003 -0.341
C 2.539 2.531 -1.653
C 3.755 2.293 -2.271
C 4.939 2.511 -1.576
C 4.899 2.981 -0.274
C 3.677 3.236 0.340
C 0.244 4.738 -0.589
C -1.032 4.721 -1.137
C -1.500 5.820 -1.847
C -0.692 6.935 -2.011
C 0.589 6.953 -1.472
C 1.056 5.855 -0.765
C 1.084 3.901 2.033
C 1.713 3.051 2.944
C 1.766 3.365 4.292
C 1.178 4.536 4.755
C 0.551 5.390 3.861
C 0.506 5.076 2.507
H 1.613 2.348 -2.187
H 3.782 1.930 -3.290
H 5.891 2.317 -2.054
H 5.819 3.155 0.269
H 3.660 3.620 1.352
H -1.632 3.830 -1.000
H -2.494 5.803 -2.277
H -1.055 7.791 -2.566
H 1.223 7.819 -1.609
H 2.060 5.864 -0.353
H 2.166 2.132 2.585
H 2.269 2.700 4.984
H 1.213 4.782 5.809
H 0.094 6.305 4.215
H 0.007 5.747 1.820

Summary:
Relative energy (zero: lowest compared OMol25 entry of this formula, charge and spin)   0.8 kcal/mol
LUMO energy   0.25 eV
HOMO   -6.965 eV
Max |F|   0.4 eV Å⁻¹
HOMO-LUMO gap   7.216 eV

Entry 3:
# C44H46N4O5Ti

A structure of composition C44H46N4O5Ti in a non-equilibrium geometry (ωB97M-V/def2-TZVPD, the OMol25 dataset).

Geometry (Å):
Ti -1.050 -0.012 -0.862
C 4.451 -0.557 2.768
C 3.200 0.278 2.589
C 3.059 1.345 3.658
O 2.164 -0.632 2.668
C 1.097 -0.183 1.774
C 1.930 0.490 0.629
O 3.151 0.823 1.290
C 1.364 1.747 -0.098
O 0.122 1.279 -0.647
C 2.268 2.142 -1.351
C 1.668 2.908 -2.308
C 2.434 3.234 -3.432
C 3.712 2.762 -3.641
C 4.258 1.921 -2.656
C 3.576 1.671 -1.481
C 1.053 2.937 0.759
C 1.855 4.077 0.662
C 1.565 5.198 1.382
C 0.502 5.198 2.282
C -0.273 4.100 2.463
C 0.025 2.954 1.747
C 0.242 -1.462 1.495
O -0.857 -0.907 0.635
C -0.251 -2.048 2.799
C -1.280 -1.415 3.501
C -1.748 -2.030 4.631
C -1.257 -3.255 5.087
C -0.198 -3.835 4.409
C 0.324 -3.231 3.295
C 0.885 -2.501 0.553
C 2.255 -2.618 0.281
C 2.693 -3.461 -0.724
C 1.785 -4.207 -1.400
C 0.465 -4.278 -0.999
C 0.025 -3.391 -0.046
H 4.358 -1.086 3.712
H 5.278 0.154 2.783
H 4.552 -1.284 1.976
H 3.205 0.892 4.681
H 2.082 1.815 3.669
H 3.794 2.097 3.503
H 0.417 0.491 2.266
H 2.081 -0.221 -0.238
H 0.636 3.257 -2.194
H 2.008 3.973 -4.086
H 4.312 2.979 -4.578
H 5.259 1.499 -2.802
H 4.018 1.031 -0.663
H 2.689 4.050 -0.008
H 2.100 6.138 1.336
H 0.319 6.088 2.839
H -1.000 4.025 3.265
H -0.522 2.053 1.960
H -1.715 -0.466 3.126
H -2.568 -1.503 5.101
H -1.744 -3.695 5.936
H 0.233 -4.812 4.708
H 1.046 -3.685 2.674
H 2.993 -2.047 0.883
H 3.731 -3.596 -1.071
H 2.171 -4.869 -2.178
H -0.247 -5.040 -1.325
H -1.014 -3.434 0.335
C 1.592 -1.648 -3.995
C 0.239 -1.321 -3.429
O 0.120 -0.803 -2.313
N -0.819 -1.499 -4.209
C -2.113 -1.055 -3.791
C -2.652 -2.015 -2.738
C -3.306 -3.213 -3.085
C -3.924 -3.924 -2.100
C -3.836 -3.499 -0.805
C -3.068 -2.394 -0.531
N -2.482 -1.649 -1.483
H 2.401 -0.960 -3.728
H 1.504 -1.665 -5.107
H 1.873 -2.637 -3.659
H -0.667 -1.808 -5.175
H -2.715 -1.079 -4.669
H -2.065 -0.022 -3.414
H -3.415 -3.515 -4.146
H -4.543 -4.825 -2.336
H -4.294 -4.075 -0.027
H -2.857 -2.105 0.508
C -3.576 4.562 0.680
C -3.485 3.271 0.000
C -4.550 2.536 -0.514
C -4.015 1.343 -1.037
N -2.683 1.316 -0.826
N -2.399 2.484 -0.216
C -4.856 0.267 -1.699
H -2.590 4.905 0.898
H -4.110 4.366 1.598
H -4.140 5.310 0.125
H -5.569 2.850 -0.512
H -1.487 2.677 0.122
H -5.771 0.707 -2.091
H -5.062 -0.577 -1.025
H -4.364 -0.153 -2.593

Summary:
Relative energy (zero: lowest compared OMol25 entry of this formula, charge and spin)   26.3 kcal/mol
LUMO energy   -6.10 eV
HOMO   -13.473 eV
Max |F|   2.8 eV Å⁻¹
Total charge   +2
HOMO-LUMO gap   7.375 eV